[1]
{"formula": "C8H11NO", "method": "ωB97M-V/def2-TZVPD", "de_lowest_kcal_mol": 72.85, "smiles": "CC1=NC=C[C@@H](C=O)[C@@H]1C", "fmax_ev_per_a": 4.73, "species": ["O", "H", "C", "N", "H", "C", "C", "H", "H", "H", "H", "H", "C", "C", "C", "C", "H", "H", "C", "H", "H"], "positions_angstrom": [[1.081218, 0.479572, -3.668920], [1.822706, -1.428095, -2.489237], [1.258871, -1.249009, -1.428447], [0.675307, -1.835596, 0.749018], [0.290024, 2.233926, 0.583747], [1.149177, -2.161366, -0.475509], [-0.046155, -0.811483, 0.913344], [-1.402938, 1.598929, 0.929025], [-0.263757, 1.561751, -2.611493], [-0.422226, -1.347347, 3.061972], [-0.729620, 2.113849, -0.732423], [0.092607, 0.431183, 2.683987], [-0.361015, 0.184476, -0.215298], [-0.438244, -0.507245, 2.330686], [0.726496, 0.164008, -1.351403], [0.512636, 0.747888, -2.651312], [1.774389, 0.606943, -1.221303], [1.321933, -3.189372, -0.542223], [-0.562150, 1.646553, 0.217564], [-1.267993, -0.142667, -0.661338], [-1.500642, -0.182330, 2.126433]], "atomic_forces_ev_per_a": [[0.32, -0.11, -0.33], [-1.52, -0.03, 2.79], [1.45, -0.70, -4.45], [-0.96, -0.06, 1.84], [0.05, -0.85, 0.48], [-0.25, 0.96, -1.31], [1.63, 0.25, 0.70], [0.22, 1.06, -0.48], [0.28, -0.13, -0.44], [0.30, 0.67, -0.90], [-1.11, 0.80, -0.17], [-0.53, -1.19, -0.17], [2.42, 1.27, 0.02], [-1.65, 1.70, -0.55], [2.59, -2.91, 2.54], [-2.12, 1.32, -0.92], [-1.26, 0.65, 1.15], [0.95, -1.30, -0.68], [-0.33, -0.88, 0.29], [-1.05, -0.31, -0.59], [0.57, -0.19, 1.17]]}

[2]
{"formula": "C5H9NO", "method": "ωB97M-V/def2-TZVPD", "de_lowest_kcal_mol": 21.93, "smiles": "CC1(C)COC=N1", "fmax_ev_per_a": 0.43, "species": ["H", "C", "H", "H", "N", "H", "C", "H", "H", "H", "C", "H", "H", "C", "C", "O"], "positions_angstrom": [[-1.918776, -1.279126, 0.591457], [0.474757, 1.202092, 0.312582], [1.770807, -1.188189, -0.105400], [0.355177, -2.253072, -0.126834], [-0.316712, -0.103170, -1.459337], [-0.309461, 1.952794, 0.475717], [0.461187, 0.820876, -1.843185], [0.870191, -1.501162, 1.399976], [-1.312732, -0.155846, 1.828247], [0.652257, 1.090546, -2.878398], [-0.153377, -0.162369, 0.012220], [-2.178332, 0.474631, 0.410744], [1.167949, 1.207784, 1.156511], [0.772078, -1.343989, 0.319224], [-1.476225, -0.292987, 0.750792], [1.136029, 1.552241, -0.917420]], "atomic_forces_ev_per_a": [[0.00, 0.10, -0.01], [-0.08, 0.01, 0.18], [-0.17, 0.02, 0.06], [0.05, 0.14, 0.08], [0.25, 0.33, -0.11], [0.10, -0.09, 0.08], [-0.21, -0.27, -0.10], [-0.01, 0.06, -0.15], [-0.04, -0.07, -0.18], [0.02, -0.02, 0.17], [-0.05, -0.01, 0.24], [0.06, -0.15, 0.03], [0.10, 0.02, -0.28], [0.04, -0.02, 0.05], [-0.08, -0.05, -0.01], [0.01, -0.02, -0.06]]}

[3]
{"formula": "C3H10N2S", "method": "ωB97M-V/def2-TZVPD", "de_lowest_kcal_mol": 35.77, "smiles": "[H]/N=C/N.CSC", "fmax_ev_per_a": 4.58, "species": ["H", "H", "H", "C", "H", "C", "H", "N", "H", "H", "N", "S", "H", "H", "H", "C"], "positions_angstrom": [[-2.338356, -2.112757, 1.341435], [0.361157, -4.178137, -0.131891], [1.168064, 2.763153, -1.802446], [0.759196, -3.080773, -0.283078], [-1.294548, -3.425866, 1.840469], [0.642122, 3.039069, -0.895647], [-1.081760, 1.939705, -0.738713], [-0.499752, 2.656140, -0.326431], [-1.032143, -1.619508, 2.455193], [0.940080, 4.659800, 0.463111], [1.318436, 4.247738, -0.420480], [-0.487720, -1.874386, 0.057643], [1.706205, -2.928196, 0.199009], [1.016162, -2.935154, -1.348781], [2.296000, 3.928140, -0.203161], [-1.346007, -2.362987, 1.550702]], "atomic_forces_ev_per_a": [[-1.70, 0.20, -0.17], [0.90, 2.12, -0.32], [-0.29, -0.91, -0.18], [-0.38, -2.32, -0.70], [0.25, 0.53, -0.21], [-3.53, 1.34, 2.59], [0.65, -0.31, -0.60], [3.65, 1.84, -1.28], [-0.55, -2.11, -1.91], [0.03, -0.86, -1.08], [0.50, -1.97, 1.02], [-0.25, 0.50, -0.41], [0.26, -0.05, 0.81], [-0.43, -0.27, 0.31], [-1.02, 0.85, -0.46], [1.91, 1.43, 2.59]]}

[4]
{"formula": "C7H13N2O4S2", "method": "ωB97M-V/def2-TZVPD", "total_charge": -1, "de_lowest_kcal_mol": 121.13, "fmax_ev_per_a": 4.81, "species": ["C", "C", "O", "H", "C", "H", "H", "H", "C", "O", "O", "H", "H", "H", "H", "S", "H", "C", "H", "H", "C", "N", "H", "N", "S", "C", "H", "O"], "positions_angstrom": [[-2.105973, -0.579641, -0.971158], [2.555564, 0.880227, -0.154082], [0.746599, -0.029819, 1.859323], [1.633340, -2.381993, 0.983799], [3.853481, 0.404684, 0.508862], [-4.136816, 3.007146, -0.705258], [-0.022652, -0.613386, 2.129004], [-2.672295, 3.101732, -0.166632], [-3.479425, 2.498771, 0.100215], [-1.897634, -1.379823, -1.833616], [-1.581829, -1.357891, 1.784357], [2.207489, -2.989409, -1.254780], [4.611066, 0.895903, -0.018046], [1.833462, -1.397192, -1.756194], [0.473587, -2.775148, -1.764577], [-2.602732, -1.153258, 0.772137], [2.114658, 1.770461, 0.134035], [1.445267, -2.275402, -1.268126], [-0.195034, 0.866389, -1.189004], [-3.912320, 2.858551, 1.032256], [-3.199550, 1.100308, -0.035796], [-0.149890, 0.385225, -0.325005], [3.860952, -0.619776, 0.426177], [-3.149905, 0.399227, 1.021737], [1.214986, -0.166017, 0.315717], [1.228523, -1.883929, 0.141150], [4.058908, 0.806978, 1.459509], [-2.731822, 0.627086, -1.225997]], "atomic_forces_ev_per_a": [[1.19, -2.41, -0.05], [-1.35, -3.45, 0.83], [0.84, 0.00, 1.40], [0.50, -0.45, 0.60], [-1.69, 2.66, -1.01], [0.20, -1.55, 0.86], [0.71, 0.49, -1.26], [2.27, 0.60, 0.17], [-3.11, 3.08, -1.99], [-0.04, 0.57, -0.14], [0.55, -0.50, 0.40], [1.33, -1.42, -0.57], [1.64, 0.10, -1.47], [-0.20, 0.07, -1.10], [2.01, 1.33, 0.63], [-0.46, 0.42, -0.59], [-0.25, 2.46, 0.40], [-2.43, -0.81, -0.30], [1.11, 0.51, -0.92], [0.33, -0.69, 0.14], [1.08, -0.81, 0.81], [-0.63, -0.15, 0.57], [0.58, -2.43, 0.09], [-1.13, 0.14, 0.29], [-1.94, -1.25, -0.71], [-0.32, 2.74, 0.36], [-0.31, -0.09, 1.99], [-0.49, 0.84, 0.59]]}

[5]
{"formula": "C6H7O", "method": "ωB97M-V/def2-TZVPD", "de_lowest_kcal_mol": 0.00, "multiplicity": 2, "fmax_ev_per_a": 4.68, "species": ["H", "H", "H", "O", "C", "H", "C", "H", "H", "C", "C", "H", "C", "C"], "positions_angstrom": [[1.462412, 1.529587, -0.534933], [1.735728, 3.045087, -0.283705], [-0.658803, 1.044928, -1.925149], [1.109836, 2.367597, 0.044799], [0.005990, -1.316987, 1.109791], [0.200091, -1.979819, 1.953902], [-1.155058, -1.481544, 0.339323], [-2.289705, -0.796765, -1.372985], [-1.874811, -2.259970, 0.601478], [-1.397351, -0.649052, -0.763529], [0.909450, -0.290677, 0.804565], [1.817951, -0.133356, 1.383999], [-0.500049, 0.381129, -1.076460], [0.634320, 0.539844, -0.281097]], "atomic_forces_ev_per_a": [[0.08, 0.03, 0.04], [-0.18, 0.08, 0.11], [-0.11, -0.16, 0.19], [1.14, 3.40, 0.46], [-0.18, 0.24, -0.30], [-0.04, 0.18, -0.22], [0.23, 0.20, -0.08], [0.24, 0.05, 0.16], [0.25, 0.23, -0.11], [0.28, 0.03, 0.28], [-0.17, 0.23, -0.27], [-0.25, -0.09, -0.01], [0.25, -0.03, 0.31], [-1.54, -4.38, -0.55]]}

[6]
{"formula": "C3H4N3O3", "method": "ωB97M-V/def2-TZVPD", "total_charge": 1, "multiplicity": 3, "fmax_ev_per_a": 5.33, "total_energy_ha": -506.07852, "species": ["H", "N", "H", "O", "H", "O", "C", "N", "O", "N", "H", "C", "C"], "positions_angstrom": [[-1.702661, -0.734336, -1.153980], [-0.470298, 0.234390, 0.161527], [0.178495, -1.481061, -2.449036], [-1.647517, 0.035413, 1.565343], [3.635561, -0.411415, -0.384215], [-3.479880, 1.207011, 1.194278], [1.927862, 0.284835, 0.096529], [-2.689515, 0.526681, 1.685616], [3.024304, 0.355472, -0.467723], [0.340112, -0.977991, -1.586446], [0.758725, 0.992715, 1.623533], [0.773963, 0.525410, 0.638980], [-0.649151, -0.557124, -0.924404]], "atomic_forces_ev_per_a": [[0.13, -0.05, -0.06], [3.11, 2.03, -3.82], [-0.30, 0.04, -0.10], [0.38, -1.79, 1.94], [-0.30, -0.02, 0.14], [-0.47, 1.39, -2.32], [0.15, -1.12, -0.97], [-2.86, -0.49, 4.17], [-0.01, 0.44, 0.05], [1.11, 0.38, 0.66], [0.34, 0.13, 0.01], [-0.58, -0.01, 0.79], [-0.70, -0.92, -0.48]]}